This record from the Open Molecules 2025 dataset describes 8 unconnected molecules or ions with the total composition C15H33O30S8 at a distorted geometry. The level of theory is ωB97M-V with the def2-TZVPD basis set.

The energy relative to the best compared isomer or geometry (same formula, charge and spin) is 31.9 kJ/mol. For the HOMO-LUMO gap, the calculation gives 8.65 eV. As for the total charge: +1.

```
86
Properties=species:S:1:pos:R:3:lowdin_charge:R:1
O -3.501 1.542 -2.793 0.02
O -2.740 0.959 -3.846 -0.17
C -1.501 1.537 -3.918 -0.36
S -0.396 0.689 -2.657 1.12
H -3.566 2.479 -3.045 0.12
H -1.091 1.340 -4.910 0.13
H -1.482 2.605 -3.693 0.12
H -0.047 1.633 -1.715 -0.05
H 0.738 0.382 -3.307 -0.02
C -2.832 4.165 1.061 -0.12
C -2.172 5.302 0.307 -0.12
O -0.759 5.078 0.527 -0.16
S -0.471 3.534 0.625 0.59
O 0.019 3.052 -0.644 -0.31
O 0.295 3.273 1.783 -0.18
O -1.950 3.034 0.796 -0.18
H -2.866 4.343 2.129 0.10
H -3.830 3.933 0.703 0.14
H -2.440 6.283 0.687 0.15
H -2.363 5.262 -0.766 0.13
C 2.804 1.263 1.127 -0.17
C 3.432 2.449 0.422 -0.15
O 4.837 2.141 0.415 -0.17
S 5.046 0.571 0.268 0.59
O 5.279 0.234 -1.092 -0.22
O 5.934 0.137 1.286 -0.22
O 3.559 0.138 0.635 -0.19
H 2.921 1.335 2.206 0.13
H 1.757 1.117 0.886 0.10
H 3.266 3.387 0.942 0.14
H 3.097 2.538 -0.614 0.13
C 7.109 -2.811 1.842 -0.16
C 8.572 -2.742 1.457 -0.15
O 9.104 -3.997 1.910 -0.19
S 8.003 -5.143 1.770 0.59
O 8.192 -5.857 0.558 -0.22
O 7.911 -5.824 3.010 -0.22
O 6.744 -4.177 1.582 -0.19
H 6.964 -2.607 2.904 0.14
H 6.485 -2.149 1.255 0.10
H 9.104 -1.927 1.939 0.14
H 8.702 -2.676 0.375 0.14
C -4.683 -2.117 -4.175 -0.16
C -3.327 -2.457 -3.587 -0.17
O -3.593 -3.586 -2.745 -0.19
S -4.750 -4.488 -3.389 0.60
O -4.175 -5.559 -4.117 -0.21
O -5.729 -4.717 -2.391 -0.21
O -5.273 -3.396 -4.433 -0.18
H -5.313 -1.576 -3.465 0.13
H -4.614 -1.562 -5.107 0.14
H -2.920 -1.655 -2.976 0.11
H -2.618 -2.737 -4.366 0.09
C 2.002 -3.127 -6.190 -0.13
C 1.617 -2.317 -4.968 -0.15
O 0.646 -1.374 -5.476 -0.24
S -0.212 -2.069 -6.651 0.60
O -1.427 -2.545 -6.090 -0.22
O -0.211 -1.191 -7.761 -0.20
O 0.755 -3.293 -6.891 -0.17
H 2.702 -2.594 -6.834 0.14
H 2.400 -4.107 -5.943 0.14
H 2.454 -1.775 -4.534 0.14
H 1.140 -2.942 -4.211 0.14
C -5.211 2.484 6.079 -0.14
C -4.220 3.390 6.782 -0.14
O -3.750 4.252 5.729 -0.18
S -4.920 4.535 4.697 0.60
O -5.543 5.778 4.964 -0.20
O -4.415 4.264 3.390 -0.25
O -5.884 3.360 5.154 -0.18
H -4.708 1.700 5.512 0.13
H -5.944 2.047 6.750 0.14
H -3.375 2.856 7.206 0.14
H -4.696 4.001 7.549 0.14
C -0.862 -2.107 2.938 -0.14
C -0.989 -1.979 4.443 -0.14
O -0.242 -0.787 4.746 -0.18
S -0.388 0.265 3.567 0.59
O -1.411 1.199 3.878 -0.21
O 0.899 0.707 3.169 -0.22
O -0.954 -0.747 2.466 -0.20
H 0.108 -2.512 2.648 0.14
H -1.658 -2.694 2.490 0.14
H -0.555 -2.816 4.982 0.14
H -2.024 -1.834 4.754 0.14
```


This record from the Open Molecules 2025 dataset describes a molecular structure, C25H44NdO2P2 at a distorted geometry. The level of theory is ωB97M-V with the def2-TZVPD basis set.

The energy relative to the best compared isomer or geometry (same formula, charge and spin) is 354.5 kJ/mol. As for the spin multiplicity: 4. For the HOMO-LUMO gap (alpha / beta), the calculation gives 4.19 / 4.25 eV. As for the total charge: +1.

```
74
Properties=species:S:1:pos:R:3:lowdin_spin:R:1
Nd -0.491 -1.340 1.709 3.07
C -0.173 0.461 3.451 0.00
C -1.551 0.507 3.068 -0.01
C -1.180 -1.522 4.147 -0.01
C 0.034 -0.777 4.163 -0.01
C -2.163 -0.742 3.446 -0.01
C 0.850 1.543 3.294 0.00
H 1.195 1.647 2.250 0.00
H 1.743 1.324 3.896 0.00
H 0.449 2.520 3.616 0.00
C 1.240 -1.129 4.967 0.00
H 1.682 -0.222 5.403 0.00
H 2.029 -1.639 4.387 0.00
H 0.973 -1.792 5.800 0.00
C -1.373 -2.823 4.861 0.00
H -1.014 -2.736 5.902 0.00
H -0.754 -3.621 4.400 0.00
H -2.426 -3.144 4.862 0.00
C -3.492 -1.240 3.004 0.00
H -3.831 -2.068 3.639 0.00
H -3.490 -1.588 1.952 0.00
H -4.226 -0.427 3.069 0.00
C -2.235 1.644 2.395 0.00
H -3.299 1.667 2.655 0.00
H -2.177 1.578 1.299 0.00
H -1.785 2.598 2.690 0.00
C 2.630 1.690 -0.946 0.00
C 2.047 2.653 -0.216 0.00
C 0.568 2.858 -0.109 0.00
C -0.164 3.130 -1.462 0.00
C -0.832 2.041 -2.171 -0.01
C -0.771 0.623 -1.839 0.00
C 0.527 0.167 -1.101 0.00
C 1.773 0.803 -1.795 0.00
H 0.407 3.731 0.536 0.00
H 0.524 3.709 -2.108 0.00
H 0.052 2.051 0.419 0.00
H 1.365 1.508 -2.645 0.00
H 3.714 1.526 -0.955 0.00
H 2.659 3.440 0.243 0.00
H 2.383 0.009 -2.265 0.00
H 0.520 0.440 -0.032 0.00
H -1.673 0.307 -1.263 0.00
H 0.602 -0.933 -1.153 0.00
H -0.947 3.882 -1.250 0.00
H -1.729 2.336 -2.749 0.00
P 1.086 1.301 -4.293 0.00
C 2.732 1.344 -5.010 0.00
C 0.222 2.750 -4.911 0.00
P -1.022 -0.558 -3.242 0.00
C 0.333 -0.327 -4.461 0.00
C -2.455 -0.177 -4.249 0.00
C -1.162 -2.270 -2.779 0.00
H 3.168 0.334 -5.033 0.00
H 3.369 2.008 -4.402 0.00
H 2.627 1.746 -6.031 0.00
H 0.317 2.758 -6.006 0.00
H 0.709 3.653 -4.508 0.00
H -0.840 2.759 -4.638 0.00
H -1.183 -2.845 -3.717 0.00
H -2.113 -2.424 -2.240 0.00
H -0.319 -2.629 -2.171 0.00
H 1.107 -1.111 -4.362 0.00
H -0.082 -0.428 -5.483 0.00
H -3.257 -0.865 -3.946 0.00
H -2.206 -0.373 -5.303 0.00
H -2.771 0.870 -4.146 0.00
C 2.420 -4.840 2.919 0.00
O 1.065 -4.446 3.268 0.00
C 0.568 -3.373 2.715 -0.01
O 1.350 -2.657 1.998 -0.01
H 2.507 -4.957 1.832 0.00
H 2.521 -5.803 3.423 0.00
H 3.117 -4.094 3.315 0.00
```


This record from the Open Molecules 2025 dataset describes C5H10N2O in the gas phase at a distorted geometry. The level of theory is ωB97M-V with the def2-TZVPD basis set.

The energy relative to the best compared isomer or geometry (same formula, charge and spin) is 44.3 kJ/mol. As for the SMILES: NC(=O)[C@@H]1CCCN1. For the HOMO-LUMO gap, the calculation gives 9.66 eV.

```
18
Properties=species:S:1:pos:R:3:lowdin_charge:R:1
N 2.152 -0.934 0.516 0.17
C 1.657 -0.658 -0.724 -0.51
O 2.285 -0.742 -1.762 0.05
C 0.160 -0.394 -0.815 -0.27
C -0.273 1.045 -0.838 -0.14
C -1.250 1.325 0.314 -0.15
C -1.245 -0.025 1.058 -0.22
N -0.613 -1.050 0.245 -0.03
H 1.462 -1.019 1.247 0.08
H 3.061 -1.291 0.738 0.10
H -0.070 -0.826 -1.818 0.16
H -0.816 1.253 -1.764 0.11
H 0.511 1.814 -0.709 0.12
H -0.822 2.094 0.946 0.10
H -2.245 1.572 -0.046 0.10
H -0.654 0.014 1.993 0.10
H -2.231 -0.292 1.491 0.11
H -1.068 -1.885 -0.073 0.11
```


This record from the Open Molecules 2025 dataset describes a molecular structure, C31H33GeN7NiO6 at a distorted geometry. The level of theory is ωB97M-V with the def2-TZVPD basis set.

The energy relative to the best compared isomer or geometry (same formula, charge and spin) is 88.6 kJ/mol. As for the spin multiplicity: 3. For the HOMO-LUMO gap (alpha / beta), the calculation gives 7.63 / 7.61 eV. As for the total charge: +2.

```
79
Properties=species:S:1:pos:R:3:lowdin_spin:R:1
Ni 0.095 -0.371 -1.211 1.72
O 2.358 -0.581 -4.673 0.00
C 1.833 -0.504 -3.483 0.00
O 0.629 -0.457 -3.254 0.03
C 2.789 -0.485 -2.335 0.00
C 4.163 -0.638 -2.331 0.00
C 4.818 -0.585 -1.103 0.00
C 4.095 -0.385 0.067 0.00
C 2.718 -0.244 -0.037 0.00
N 2.112 -0.296 -1.210 0.05
C 1.754 0.007 1.101 0.00
O 2.013 -0.203 2.245 0.01
O 0.556 0.479 0.659 0.04
H 1.683 -0.586 -5.370 0.00
H 4.705 -0.790 -3.255 0.00
H 5.892 -0.705 -1.064 0.00
H 4.571 -0.342 1.038 0.00
C -6.188 0.470 -2.040 0.00
C -6.100 -0.052 -0.608 0.00
C -6.011 -1.577 -0.565 0.00
C -4.939 0.609 0.159 0.00
N -3.642 0.386 -0.471 0.00
C -2.950 1.193 -1.287 0.00
N -1.831 0.580 -1.604 0.01
N -1.873 -0.602 -0.966 0.04
N -2.941 -0.723 -0.273 0.01
H -7.086 0.083 -2.518 0.00
H -5.335 0.144 -2.642 0.00
H -6.244 1.561 -2.064 0.00
H -7.003 0.251 -0.074 0.00
H -5.111 -1.944 -1.060 0.00
H -6.871 -2.009 -1.074 0.00
H -6.011 -1.938 0.464 0.00
H -4.880 0.199 1.166 0.00
H -5.093 1.685 0.211 0.00
H -3.291 2.156 -1.627 0.00
Ge 0.575 2.489 0.553 0.00
C 1.198 2.954 -1.251 0.00
C 2.558 3.096 -1.531 0.00
C 2.978 3.522 -2.780 0.00
C 2.044 3.816 -3.767 0.00
C 0.690 3.704 -3.492 0.00
C 0.269 3.285 -2.237 0.00
C 1.598 3.033 2.109 0.00
C 0.874 3.410 3.239 0.00
C 1.539 3.893 4.355 0.00
C 2.920 4.018 4.339 0.00
C 3.643 3.641 3.215 0.00
C 2.988 3.140 2.103 0.00
H -0.940 2.615 0.714 0.00
H 3.301 2.883 -0.772 0.00
H 4.035 3.649 -2.979 0.00
H 2.375 4.153 -4.740 0.00
H -0.043 3.963 -4.245 0.00
H -0.788 3.252 -2.017 0.00
H -0.206 3.333 3.242 0.00
H 0.974 4.179 5.232 0.00
H 3.436 4.413 5.204 0.00
H 4.720 3.743 3.204 0.00
H 3.569 2.827 1.245 0.00
O 0.108 -3.138 5.463 0.00
C 0.026 -4.323 4.720 0.00
N 0.206 -3.920 3.342 0.00
C -0.248 -4.666 2.316 0.00
O -0.850 -5.712 2.451 0.00
C 0.035 -4.146 0.927 0.00
C 0.168 -5.083 -0.092 0.00
C 0.365 -4.643 -1.390 0.00
C 0.406 -3.282 -1.629 0.00
N 0.264 -2.377 -0.655 0.07
C 0.077 -2.803 0.598 0.00
H 0.130 -3.340 6.402 0.00
H -0.941 -4.824 4.813 0.00
H 0.804 -5.041 5.007 0.00
H 0.742 -3.077 3.214 0.00
H 0.095 -6.135 0.148 0.00
H 0.465 -5.342 -2.208 0.00
H 0.533 -2.906 -2.635 0.00
H -0.074 -2.040 1.355 0.00
```


This record from the Open Molecules 2025 dataset describes 5 unconnected molecules or ions with the total composition C32H28F19O13PS at a distorted geometry. The level of theory is ωB97M-V with the def2-TZVPD basis set.

The energy relative to the best compared isomer or geometry (same formula, charge and spin) is 2103.5 kJ/mol. As for the SMILES: C#CC1=C(P(C)O)C(=O)c2cccc(S(=O)(=O)C(F)(F)C(F)(F)C(F)(F)F)c2C1=O.CCOC(=O)C(F)(F)F.CCOC(=O)C(F)(F)F.CCOC(=O)C(F)(F)F.CCOC(=O)C(F)(F)F. For the HOMO-LUMO gap, the calculation gives 6.10 eV.

```
94
Properties=species:S:1:pos:R:3:lowdin_charge:R:1
C -0.574 -1.129 5.315 0.13
C -0.623 -1.155 3.890 -0.04
C -0.741 -1.678 2.325 -0.11
C -2.033 -2.201 1.718 -0.23
P -3.618 -2.228 2.785 0.90
C -5.153 -2.805 1.807 -0.33
O -3.991 -0.549 3.225 -0.38
C -2.125 -2.715 0.125 -0.20
O -2.818 -3.779 -0.280 -0.02
C -1.192 -1.756 -0.884 0.01
C -1.637 -1.333 -2.407 0.05
C -0.583 -0.327 -3.212 -0.02
C 0.789 0.234 -2.519 0.03
C 1.267 -0.191 -0.966 -0.16
S 2.819 0.600 -0.413 0.87
O 3.866 0.425 -1.586 -0.34
O 2.532 2.159 -0.453 -0.34
C 3.582 0.283 1.219 -0.22
F 4.429 1.526 1.459 0.00
F 2.588 0.424 2.355 0.01
C 4.632 -0.941 1.402 -0.08
F 4.399 -1.696 2.693 0.03
F 6.027 -0.382 1.604 0.03
C 4.796 -2.041 0.237 -0.13
F 5.892 -1.565 -0.690 0.01
F 5.403 -3.263 0.895 0.02
F 3.596 -2.528 -0.453 0.07
C 0.243 -1.204 -0.218 0.01
C 0.570 -1.727 1.280 -0.19
O 1.651 -2.312 1.768 0.01
H -0.536 -1.066 6.506 0.06
H -5.407 -2.150 0.862 0.06
H -5.085 -3.955 1.514 0.07
H -6.084 -2.710 2.539 0.06
H -3.148 0.015 3.161 0.06
H -2.636 -1.708 -2.899 0.12
H -0.851 0.014 -4.309 0.10
H 1.445 0.982 -3.177 0.13
C -4.439 0.895 10.215 -0.07
C -3.347 1.917 10.479 -0.21
O -2.068 1.277 10.624 0.01
C -1.478 0.848 9.465 -0.32
O -1.980 0.982 8.350 0.13
C -0.116 0.218 9.747 -0.47
F -0.159 -0.701 10.753 0.14
F 0.812 1.146 10.118 0.15
F 0.405 -0.429 8.666 0.13
H -4.450 0.135 11.002 0.08
H -5.418 1.378 10.170 0.08
H -4.274 0.368 9.270 0.08
H -3.554 2.433 11.423 0.13
H -3.307 2.684 9.696 0.13
C -2.268 6.278 -3.610 -0.06
C -2.038 5.439 -4.855 -0.21
O -2.068 4.037 -4.545 0.01
C -3.310 3.497 -4.332 -0.32
O -4.356 4.142 -4.393 0.14
C -3.213 2.001 -4.045 -0.47
F -2.280 1.706 -3.095 0.12
F -2.867 1.287 -5.154 0.13
F -4.386 1.468 -3.601 0.14
H -1.544 6.015 -2.833 0.09
H -2.179 7.342 -3.837 0.09
H -3.263 6.100 -3.187 0.08
H -1.041 5.655 -5.257 0.13
H -2.760 5.675 -5.646 0.13
C 8.679 -1.597 -0.313 -0.06
C 8.471 -2.480 0.904 -0.21
O 9.646 -3.258 1.183 0.02
C 10.686 -2.585 1.768 -0.32
O 10.653 -1.388 2.051 0.14
C 11.858 -3.522 2.043 -0.47
F 12.192 -4.280 0.959 0.14
F 11.589 -4.399 3.052 0.14
F 12.994 -2.862 2.407 0.14
H 8.984 -2.199 -1.175 0.09
H 7.763 -1.056 -0.561 0.06
H 9.474 -0.863 -0.144 0.08
H 7.660 -3.189 0.703 0.11
H 8.176 -1.898 1.786 0.12
C -6.818 1.333 -7.265 -0.06
C -5.341 1.041 -7.467 -0.21
O -5.151 -0.018 -8.419 0.01
C -5.332 0.318 -9.734 -0.32
O -5.639 1.446 -10.117 0.14
C -5.070 -0.878 -10.646 -0.47
F -5.724 -2.003 -10.238 0.14
F -3.747 -1.204 -10.697 0.14
F -5.459 -0.662 -11.934 0.14
H -7.351 0.422 -6.974 0.09
H -6.961 2.092 -6.494 0.08
H -7.285 1.690 -8.189 0.08
H -4.907 0.701 -6.521 0.11
H -4.786 1.937 -7.772 0.13
```